ORCA calculation (the ωB97M-V functional and the def2-TZVPD basis) on C33H32BN12ORe as an isolated structure.

Structure (XYZ):
```
80
Properties=species:S:1:pos:R:3:forces:R:3
Re -14.1805 -6.2131 12.6643 0.3 0.2 -1.0
C -15.0279 -3.0391 15.4912 -0.2 -1.8 -1.1
C -15.1416 -4.3640 15.0317 -0.7 0.6 1.0
N -14.5396 -4.5015 13.7991 -0.3 -1.4 1.4
N -13.9899 -3.3168 13.5194 0.9 1.2 -0.9
C -14.2757 -2.4318 14.4871 -0.7 -1.8 0.0
B -13.0351 -3.2914 12.2503 -0.6 -0.3 0.5
N -13.9320 -3.8122 11.0287 1.0 1.8 0.6
C -14.3044 -3.1781 9.9131 -0.1 -0.3 0.1
C -14.9320 -4.1008 9.0805 -0.1 -0.7 -0.1
C -14.8828 -5.2966 9.7522 0.3 0.5 0.0
N -14.2837 -5.1046 10.9724 -0.5 -0.6 -0.5
N -11.9418 -4.4826 12.5454 1.2 0.8 -0.6
C -10.6192 -4.3491 12.7689 -1.3 -0.8 0.0
C -10.0519 -5.6297 13.0063 -1.1 1.0 0.0
C -11.1038 -6.4959 12.9643 0.1 -0.6 -0.4
N -12.2516 -5.8098 12.5838 0.2 0.0 1.4
N -12.3613 -2.0293 12.0307 -0.1 0.5 -0.7
C -11.7472 -1.5878 10.8611 0.5 1.1 1.6
C -11.0689 -0.3993 11.1787 -0.9 -2.0 -0.6
C -11.3302 -0.2672 12.5678 0.7 1.9 0.2
N -12.1218 -1.1674 13.0851 0.4 -0.8 -0.6
H -15.4888 -2.5709 16.3556 0.3 -0.2 -0.1
H -15.6799 -5.1725 15.5514 0.5 0.3 -0.7
H -13.9856 -1.4509 14.4404 0.9 2.1 -0.3
H -14.1210 -2.1387 9.6945 0.1 0.1 0.4
H -15.3271 -3.9581 8.0916 0.0 0.2 -0.1
H -15.1422 -6.2612 9.3685 -0.3 -0.3 0.2
H -10.1500 -3.3892 12.8428 0.1 0.4 -0.2
H -9.0208 -5.7589 13.2214 0.5 -0.5 0.2
H -11.1370 -7.5658 13.2054 0.0 0.5 -0.3
H -11.8629 -2.2279 10.0108 0.3 0.3 -0.6
H -10.4971 0.2527 10.5100 -0.3 -0.4 0.5
H -10.9280 0.5579 13.1730 -0.4 -0.5 -0.1
C -18.5162 -6.3522 12.1277 -0.6 0.3 0.0
C -18.7189 -7.4678 11.3564 0.3 -0.2 -0.2
C -17.5782 -8.2085 11.0319 -1.2 -0.5 -0.6
C -16.3237 -7.8270 11.3870 0.3 0.2 1.3
N -16.1602 -6.7141 12.1770 0.2 -1.1 -1.2
C -17.2337 -6.0193 12.4949 -0.4 0.7 0.3
C -15.0966 -8.5660 11.0747 1.0 0.6 0.2
C -15.0759 -9.8214 10.5296 0.2 -0.1 0.3
C -13.8954 -10.4184 10.1520 0.6 0.5 -0.5
C -12.7241 -9.6809 10.2632 0.8 -0.4 0.3
C -12.7610 -8.4406 10.8765 -0.9 0.3 0.2
N -13.9109 -7.8914 11.3252 -1.3 -0.7 0.0
H -19.3264 -5.7088 12.4217 -0.2 0.2 0.1
H -19.6967 -7.7698 10.9624 0.4 0.1 0.4
H -17.7786 -9.0936 10.4696 0.4 -0.5 -0.4
H -17.0557 -5.1275 13.0450 0.0 0.6 0.5
H -15.9328 -10.4301 10.4575 -1.2 -0.2 -0.2
H -13.9470 -11.3857 9.6735 0.3 -0.2 0.2
H -11.7539 -10.1046 9.9956 -0.3 0.2 -0.2
H -11.9397 -7.7705 11.0048 0.8 -0.2 -0.1
C -14.6690 -11.0267 17.1053 0.9 1.4 0.6
N -15.1570 -9.9504 16.1927 -0.8 0.0 0.2
N -14.3261 -9.0837 15.5840 -0.6 1.3 -1.4
C -15.0925 -8.2103 14.7905 0.0 -3.4 2.7
O -14.4672 -7.2256 14.2122 0.2 0.6 -0.4
C -16.4362 -8.6140 14.9428 2.1 1.2 -0.2
C -16.4302 -9.6460 15.8770 1.8 -0.1 -0.3
C -17.5165 -10.3456 16.4730 -2.8 -0.2 1.5
C -12.9516 -8.9249 15.9483 0.8 0.6 1.3
C -12.0025 -9.8333 15.4357 0.0 2.0 -0.1
C -10.6266 -9.5787 15.6969 -0.3 -0.9 -0.5
C -10.2843 -8.5605 16.6080 -1.7 -1.0 -0.8
C -11.2931 -7.8447 17.2769 0.1 0.4 0.4
C -12.6422 -7.9172 16.9342 1.2 -2.0 -1.5
H -14.4159 -10.5773 18.0845 0.0 0.0 -0.5
H -13.7636 -11.4595 16.6790 -0.3 -0.1 0.0
H -15.4328 -11.7417 17.3194 -0.6 -0.4 -0.5
H -17.2082 -8.0391 14.5098 -1.1 0.0 -0.1
H -18.4262 -9.8437 16.1498 -0.2 -0.1 -0.1
H -17.6077 -10.2981 17.5907 0.6 0.0 -0.9
H -17.6303 -11.3783 16.1846 0.2 -0.4 -0.2
H -12.3860 -10.5391 14.7000 0.5 -0.2 0.3
H -9.8820 -10.2648 15.1732 -0.8 1.3 1.0
H -9.2676 -8.3465 16.7764 1.0 0.1 0.5
H -11.0196 -7.2309 18.1432 0.0 0.1 -0.6
H -13.3525 -7.2646 17.4089 -0.4 -0.1 0.0
```
Forces are in eV/Å.

As for the HOMO energy (spin up / spin down): -18.40 / -18.40 eV. As for the total charge: +4. Its LUMO energy (spin up / spin down) is -14.3 / -14.0 eV. As for the total energy: -2110.81697 Eh. The calculation puts the gap between HOMO and LUMO (spin up / spin down) at 4.082 / 4.390 eV. As for the multiplicity: 3.